[1]
Formula: C9H16N2O5
Source: the OMol25 dataset
Level of theory: the ωB97M-V functional and the def2-TZVPD basis

Calculated values
Kohn-Sham gap = 10.2 eV
SMILES = CC(C)[C@H](NC(=O)[C@@H](N)CC(=O)O)C(=O)O
E_HOMO = -9.83 eV

Element x y z (Å)
C (-3.0706, -0.9583, -1.0662)
C (-2.5585, 0.1151, -0.2089)
C (-2.3537, -0.5860, 1.1316)
C (-1.2058, 0.6225, -0.9056)
N (-0.0788, -0.1987, -0.4553)
C (0.5711, -0.3854, 0.6867)
O (0.3799, 0.0840, 1.7912)
C (1.8801, -1.2559, 0.4683)
N (2.0840, -1.7392, -0.9013)
C (3.1677, -0.3837, 0.6994)
C (3.6329, 0.9698, -0.1327)
O (4.8050, 1.1074, -0.4678)
O (2.7280, 1.9903, -0.3970)
C (-0.9405, 2.0110, -0.0971)
O (0.1286, 2.6156, 0.0524)
O (-2.1475, 2.5612, 0.2165)
H (-3.0583, -0.7740, -2.1506)
H (-2.4275, -1.8759, -0.8645)
H (-4.0181, -1.1574, -0.6635)
H (-3.2635, 0.8762, 0.0404)
H (-3.3991, -1.0923, 1.3220)
H (-1.4996, -1.2464, 1.1669)
H (-2.3378, 0.0276, 1.9879)
H (-1.2590, 0.7335, -2.1320)
H (0.4997, -0.3315, -1.2260)
H (1.9814, -2.0440, 1.2882)
H (3.0358, -1.7804, -1.1628)
H (1.8431, -2.7090, -1.0936)
H (4.0945, -0.8684, 1.0252)
H (2.9061, 0.0771, 1.6332)
H (1.8460, 2.1153, -0.1416)
H (-1.9657, 3.4798, 0.5567)

Force components x, y, z for each atom (eV/Å):
C 1.1 -1.9 -1.1
C 2.2 -0.7 -0.3
C -2.5 -0.8 0.3
C -0.5 2.1 3.0
N -1.7 0.3 -2.1
C 2.4 -0.1 1.0
O -0.6 -0.2 -0.2
C 2.3 0.0 -0.5
N -1.5 -1.2 -0.3
C -0.4 2.8 0.9
C -0.1 -0.6 -0.3
O -2.8 -0.3 0.8
O 4.7 -1.2 -1.0
C 0.6 1.5 -2.2
O -2.5 -1.6 0.0
O 1.6 1.5 0.5
H -0.3 0.1 0.3
H -0.8 0.9 -0.5
H -1.7 -0.8 -0.2
H -0.3 0.6 -0.9
H 2.2 0.2 -0.4
H -0.4 -0.5 0.0
H 0.6 1.2 0.8
H 0.3 -0.2 3.5
H 1.5 -1.2 -1.3
H -0.6 0.9 -1.0
H 1.3 0.7 0.0
H -0.9 0.2 0.4
H -0.3 -0.6 -1.0
H -0.1 0.7 0.9
H -2.6 -0.7 1.3
H -0.1 -1.1 -0.3

Results of the Mulliken charge analysis, in e, for atoms 1 through 2: -1.44, 0.19

---

[2]
Formula: C9H16N2O5S
Source: the OMol25 dataset
Level of theory: the ωB97M-V functional and the def2-TZVPD basis

Calculated values
Kohn-Sham gap = 8.8 eV
SMILES = CSCC[C@H](N)C(=O)N[C@@H](CC(=O)O)C(=O)O
E_HOMO = -8.39 eV

Element x y z (Å)
C (-5.3311, -0.2393, 1.2742)
S (-5.0009, 0.9292, -0.0815)
C (-3.5368, 0.2083, -0.8025)
C (-2.2709, 0.3151, -0.0108)
C (-1.0476, -0.3655, -0.7012)
N (-1.3335, -1.7963, -0.9162)
C (0.1944, -0.1556, 0.1907)
O (0.3596, -0.7222, 1.2613)
N (1.1548, 0.6143, -0.3735)
C (2.4574, 0.6292, 0.2545)
C (3.3662, -0.4649, -0.2998)
C (2.7063, -1.8429, -0.1526)
O (1.9420, -2.3448, -0.9530)
O (3.0891, -2.3884, 1.0223)
C (3.1648, 1.9408, 0.1548)
O (4.3531, 2.0931, 0.3941)
O (2.3778, 2.9820, -0.2632)
H (-5.5388, -1.2359, 0.8156)
H (-6.2524, 0.0137, 1.7782)
H (-4.4392, -0.3265, 1.8958)
H (-3.7019, -0.8625, -1.1320)
H (-3.4893, 0.7475, -1.7826)
H (-2.0277, 1.3748, 0.1439)
H (-2.4577, -0.1061, 0.9969)
H (-0.8312, -0.0106, -1.7141)
H (-0.5574, -2.2961, -1.4174)
H (-1.4778, -2.2637, -0.0286)
H (1.0121, 0.9319, -1.3632)
H (2.4181, 0.3693, 1.3289)
H (4.3175, -0.4145, 0.2728)
H (3.5997, -0.1965, -1.3407)
H (2.6323, -3.1967, 1.0780)
H (2.8712, 3.7712, -0.3363)

Force components x, y, z for each atom (eV/Å):
C 0.3 -1.2 -1.3
S -0.5 0.1 0.6
C -0.5 -1.1 -2.1
C 0.7 0.3 0.1
C -0.4 -1.0 0.8
N 0.8 -0.3 -0.5
C -0.3 -0.8 -0.4
O -0.3 0.3 -0.2
N -0.1 0.6 -0.7
C 0.0 -0.4 0.2
C 0.9 -0.1 -0.3
C 0.2 0.8 -0.6
O 0.9 0.3 1.0
O 0.6 1.6 -0.9
C 1.7 1.9 -0.2
O -1.7 -0.3 -0.3
O -1.0 -2.6 0.3
H 0.3 0.6 0.3
H 0.1 0.5 0.4
H -0.5 0.1 0.4
H 0.0 1.0 0.6
H 0.3 -0.2 0.7
H 0.0 -0.1 0.1
H 0.5 0.0 -0.5
H -0.3 0.6 0.2
H -0.9 0.9 0.8
H 0.1 0.0 0.1
H 0.5 -0.4 1.7
H -0.8 0.5 -0.4
H -0.6 -0.2 -0.4
H -0.2 -0.6 0.1
H -1.1 -2.0 0.4
H 1.3 1.4 0.0

Results of the Mulliken charge analysis, in e, for atoms 1 through 2: -0.81, -0.07

---

[3]
Formula: C9H16N3O
Source: the OMol25 dataset
Level of theory: the ωB97M-V functional and the def2-TZVPD basis

Calculated values
net charge = +1
Kohn-Sham gap (alpha / beta) = 7.8 / 7.8 eV
E_HOMO (alpha / beta) = -11.95 / -11.95 eV

Element x y z (Å)
C (0.1950, 1.7340, 1.0011)
C (1.9128, -0.9089, 1.7355)
C (0.8701, -2.0042, 1.8530)
C (1.7871, -0.0856, 0.4292)
C (-0.4829, -1.3324, 1.7620)
C (-0.6141, 0.0192, -2.4149)
C (-1.6599, 1.4219, -1.3403)
C (0.4481, 0.5057, 0.4532)
C (-0.2556, 1.3163, -1.7575)
N (0.1059, 2.8103, 1.3875)
N (-0.5210, -0.6277, 0.4604)
N (-1.9147, 0.0225, -1.6844)
O (0.6494, 2.1604, -2.2670)
H (1.6058, -0.2111, 2.5669)
H (2.9081, -1.2382, 1.9902)
H (0.8777, -2.8024, 1.0728)
H (1.1433, -2.5104, 2.7833)
H (2.5460, 0.6444, 0.5063)
H (1.9494, -0.7577, -0.3396)
H (-1.4117, -2.0616, 1.8555)
H (-0.7534, -0.4612, 2.5616)
H (-0.8895, 0.2084, -3.4539)
H (-0.1403, -1.0513, -2.2647)
H (-1.9875, 1.8068, -0.3655)
H (-2.2285, 2.1839, -1.9876)
H (-0.2783, -1.3737, -0.3158)
H (-2.7480, -0.1357, -2.3528)
H (-1.5352, -0.3835, 0.1568)
H (0.4218, 3.1117, -2.0314)

Force components x, y, z for each atom (eV/Å):
C -0.4 0.0 0.7
C -0.7 1.1 0.9
C 0.3 -0.4 0.1
C 0.4 0.0 3.1
C -3.2 0.0 2.8
C -0.3 -2.9 -0.2
C -2.9 3.3 -0.6
C -0.9 -1.5 -4.7
C 2.2 -1.0 1.1
N -0.3 1.1 0.3
N -1.7 -0.9 -1.0
N -1.8 -0.2 -1.1
O -1.6 0.8 1.1
H 0.7 -0.5 -0.6
H 0.4 -0.2 -0.4
H 0.3 0.6 0.2
H -0.9 -0.1 0.1
H 0.8 1.0 -0.5
H 0.3 -1.0 -2.1
H 2.0 1.3 -0.5
H 1.1 -2.2 -1.6
H 0.9 -0.2 -0.3
H 0.0 2.4 -0.7
H 0.5 -0.4 0.3
H 0.8 -1.0 0.3
H -0.1 2.0 1.7
H 1.7 0.5 1.6
H 1.8 -0.1 0.4
H 0.5 -1.5 -0.2

Results of the Mulliken charge analysis, in e, for atoms 1 through 2: 0.23, -0.55

---

[4]
Formula: C9H16N3O
Source: the OMol25 dataset
Level of theory: the ωB97M-V functional and the def2-TZVPD basis

Calculated values
net charge = +1
Kohn-Sham gap = 8.6 eV
SMILES = Cc1occ2c1N[C@H](C(C)(C)[NH3+])N2
E_HOMO = -11.46 eV

Element x y z (Å)
C (-1.0295, -3.5095, -0.1153)
C (-1.2270, -2.2428, -0.8396)
O (-2.3922, -2.0392, -1.4319)
C (-2.4878, -0.7937, -1.8181)
C (-1.3906, -0.0631, -1.4358)
C (-0.5086, -1.1108, -0.8953)
N (0.8150, -0.6103, -0.7276)
C (0.6451, 0.8518, -0.7779)
C (0.8890, 1.3284, 0.6704)
C (-0.3859, 1.3378, 1.4078)
C (1.6995, 2.6330, 0.7617)
N (1.6948, 0.2520, 1.3547)
N (-0.6814, 1.1501, -1.3196)
H (-1.4086, -4.3556, -0.5089)
H (0.0482, -3.6158, 0.1407)
H (-1.7429, -3.4861, 0.8576)
H (-3.3017, -0.3820, -2.3664)
H (1.5135, -1.2719, -1.0776)
H (1.2687, 1.2529, -1.5741)
H (-0.1925, 1.5658, 2.5128)
H (-0.8770, 0.3647, 1.5436)
H (-1.1256, 2.0542, 1.0428)
H (1.8262, 2.9046, 1.7554)
H (2.4359, 2.6137, 0.1003)
H (0.9145, 3.4751, 0.4917)
H (2.6468, 0.4822, 1.4389)
H (1.3622, -0.5450, 0.6108)
H (1.5044, 0.0686, 2.3741)
H (-0.5126, 1.6907, -2.1750)

Force components x, y, z for each atom (eV/Å):
C 0.0 2.4 3.8
C 1.6 -1.1 0.7
O -1.4 -1.5 -0.2
C 0.5 4.6 -0.3
C 1.5 -3.1 0.6
C -1.2 1.4 -0.8
N -1.1 -2.2 1.2
C 0.8 -0.5 -1.7
C 1.0 0.8 0.9
C -1.6 0.5 3.1
C -7.1 1.1 0.3
N -0.9 -0.6 1.5
N -0.1 0.9 -0.8
H -0.8 -2.7 -2.2
H -0.9 -0.1 0.1
H 2.0 0.3 -1.6
H -0.8 -0.6 -0.1
H 0.1 1.3 -0.8
H 1.0 0.3 0.8
H -0.1 0.3 -1.4
H 0.1 0.0 -0.8
H 0.3 -0.2 0.0
H 1.2 0.1 1.9
H 3.7 0.3 -2.4
H 1.7 -1.5 -0.1
H 1.8 0.2 -0.8
H 0.4 -0.2 0.3
H -0.8 0.3 -1.4
H -0.8 -0.4 0.3

Results of the Mulliken charge analysis, in e, for atoms 1 through 2: -1.39, -0.23

---

Relative energy (zero: lowest compared OMol25 entry of this formula, charge and spin) values, unit kcal per mole, following the record order: 76.8; 6.0; 148.5; 101.0.